Entry 1:
C43H57BFN3O2S2 | ωB97M-V/def2-TZVPD

The geometry in XYZ format:
```
109
C43H57BFN3O2S2 | the OMol25 dataset | ωB97M-V/def2-TZVPD
C 5.75 1.09 0.80
C 5.66 -0.52 0.53
C 6.17 -0.75 -0.97
C 5.23 -1.73 -1.86
C 4.20 -0.90 -2.84
C 3.46 0.15 -1.88
N 2.83 0.98 -1.26
C 5.13 -0.24 -3.98
C 4.69 1.23 -4.46
C 4.82 1.24 -6.09
F 5.67 2.18 -3.98
C 3.11 -1.97 -3.42
C 3.92 -3.21 -4.10
N 4.60 -4.06 -4.60
C 2.19 -2.62 -2.27
C 0.61 -2.37 -2.44
C -0.18 -3.00 -1.15
S -1.87 -3.50 -1.81
C -3.22 -2.56 -0.94
S -4.01 -3.37 0.33
N -3.69 -1.20 -1.26
C -4.83 -1.19 -2.22
C -5.56 0.25 -2.18
C -2.59 -0.26 -1.63
C -2.15 -0.27 -3.17
B 2.24 -1.32 -4.67
O 2.05 -2.04 -5.92
O 1.59 -0.02 -4.60
H 5.26 1.41 1.79
H 6.84 1.48 0.73
H 5.19 1.64 -0.06
H 4.57 -0.82 0.72
H 6.37 -0.99 1.32
H 7.24 -1.21 -0.89
H 6.28 0.26 -1.51
H 5.95 -2.39 -2.47
H 4.67 -2.42 -1.13
H 6.24 -0.15 -3.65
H 5.16 -0.92 -4.92
H 3.60 1.51 -4.24
H 4.34 0.28 -6.54
H 4.12 2.10 -6.44
H 5.89 1.42 -6.45
H 2.34 -3.78 -2.30
H 2.50 -2.32 -1.20
H 0.14 -2.92 -3.35
H 0.31 -1.25 -2.44
H 0.40 -3.95 -0.81
H -0.30 -2.24 -0.30
H -4.59 -1.56 -3.28
H -5.62 -1.94 -1.80
H -4.87 1.13 -2.43
H -6.55 0.25 -2.78
H -5.88 0.41 -1.07
H -1.68 -0.54 -0.98
H -2.86 0.82 -1.32
H -1.25 0.45 -3.26
H -1.79 -1.28 -3.57
H -2.97 0.13 -3.87
H 1.56 -1.42 -6.52
H 1.38 0.22 -3.67
C -4.11 4.64 -5.96
C -4.96 4.93 -4.89
C -4.67 4.44 -3.62
C -3.52 3.68 -3.41
C -2.67 3.39 -4.48
C -2.97 3.87 -5.75
H -4.34 5.02 -6.95
H -5.85 5.53 -5.05
H -5.33 4.66 -2.79
H -3.29 3.30 -2.42
H -1.78 2.80 -4.32
H -2.31 3.65 -6.58
C -3.61 1.94 3.69
C -3.73 1.31 2.45
C -3.56 -0.07 2.35
C -3.28 -0.82 3.49
C -3.16 -0.19 4.72
C -3.32 1.18 4.82
H -3.74 3.01 3.77
H -3.96 1.89 1.57
H -3.65 -0.56 1.38
H -3.15 -1.90 3.41
H -2.94 -0.78 5.61
H -3.22 1.67 5.79
C 3.30 2.44 4.89
C 4.03 2.97 5.95
C 5.06 2.22 6.52
C 5.36 0.96 6.02
C 4.63 0.44 4.96
C 3.60 1.18 4.39
H 2.49 3.02 4.45
H 3.79 3.95 6.34
H 5.62 2.63 7.35
H 6.17 0.38 6.46
H 4.87 -0.55 4.57
H 3.02 0.77 3.57
C -5.38 -1.00 8.30
C -5.50 -1.62 7.07
C -5.33 -3.00 6.96
C -5.05 -3.75 8.10
C -4.93 -3.13 9.34
C -5.10 -1.75 9.44
H -5.51 0.08 8.38
H -5.73 -1.04 6.18
H -5.42 -3.49 6.00
H -4.92 -4.83 8.02
H -4.72 -3.71 10.23
H -5.00 -1.26 10.40
```

---

Entry 2:
C22H32BrN2O3 | ωB97M-V/def2-TZVPD

The geometry in XYZ format:
```
60
Properties=species:S:1:pos:R:3
C -0.01 0.55 -4.78
C -0.39 -0.91 -4.40
C 0.81 -1.90 -4.44
C 1.77 -1.74 -3.25
C 1.08 -2.07 -1.89
C 0.51 -0.75 -1.24
C 1.15 -0.49 0.10
C 2.22 0.29 0.27
O 2.83 0.97 -0.75
C 2.59 2.37 -0.65
C 1.20 2.80 -1.20
C 2.83 0.46 1.66
O 4.03 0.50 1.84
C 1.80 0.51 2.78
C 1.97 1.30 3.89
N 3.11 2.13 4.11
C 0.97 1.30 4.88
C -0.16 0.54 4.68
C -0.37 -0.27 3.55
N -1.58 -0.99 3.45
C -2.73 -0.07 3.18
C -3.69 -0.49 2.06
C -3.05 -0.73 0.67
C -4.14 -1.29 -0.30
C 0.64 -0.29 2.59
C 0.57 -1.14 1.34
O 0.13 -2.27 1.33
H -0.65 1.26 -4.23
H 1.05 0.76 -4.57
H -0.25 0.69 -5.85
H -1.14 -1.28 -5.12
H -0.88 -0.96 -3.42
H 0.36 -2.90 -4.34
H 1.33 -1.85 -5.41
H 2.19 -0.73 -3.16
H 2.60 -2.46 -3.40
H 1.75 -2.57 -1.18
H 0.27 -2.78 -2.12
H -0.55 -0.93 -1.08
H 0.63 0.09 -1.94
H 3.37 2.94 -1.18
H 2.63 2.74 0.40
H 0.99 3.82 -0.85
H 1.22 2.75 -2.30
H 0.46 2.11 -0.76
H 3.88 1.89 3.50
H 2.85 3.09 3.87
H 1.14 1.91 5.77
H -0.93 0.57 5.46
H -1.51 -1.74 2.77
H -3.33 -0.06 4.11
H -2.42 0.97 3.04
H -4.28 -1.39 2.33
H -4.42 0.33 1.91
H -2.32 -1.56 0.78
H -2.48 0.18 0.26
H -5.11 -0.81 -0.17
H -3.73 -1.19 -1.31
H -4.17 -2.38 -0.11
Br -2.64 1.14 -1.20
```

Values from the calculation:
Net charge   -1

---

Entry 3:
F30InP5 | ωB97M-V/def2-TZVPD

The geometry in XYZ format:
```
36
Properties=species:S:1:pos:R:3
In 4.09 -20.92 -20.68
P 1.79 -21.76 -17.89
F 1.91 -20.25 -18.52
F 0.21 -21.65 -17.76
F 1.74 -22.22 -19.45
F 1.80 -23.27 -17.36
F 3.44 -21.88 -18.07
F 2.04 -21.27 -16.39
P 6.70 -19.45 -23.04
F 7.19 -20.59 -24.04
F 6.68 -20.54 -21.86
F 8.25 -19.03 -22.83
F 6.33 -18.31 -21.92
F 6.60 -18.35 -24.22
F 5.10 -19.78 -23.14
P 6.26 -23.94 -21.13
F 6.67 -22.41 -20.62
F 6.96 -24.53 -19.83
F 4.87 -23.63 -20.30
F 5.73 -25.40 -21.52
F 5.48 -23.28 -22.39
F 7.63 -24.07 -21.93
P 6.48 -20.04 -17.89
F 5.00 -19.48 -17.50
F 6.18 -19.46 -19.42
F 7.12 -18.63 -17.52
F 7.90 -20.62 -18.31
F 6.65 -20.67 -16.43
F 5.75 -21.43 -18.38
P 2.08 -22.34 -23.09
F 2.37 -23.61 -24.02
F 3.59 -21.80 -23.20
F 1.68 -21.34 -24.29
F 1.83 -21.07 -22.02
F 0.54 -22.80 -22.98
F 2.53 -23.19 -21.80
```

Values from the calculation:
Net charge   -2
Energy above the lowest of the compared OMol25 structures with the same formula, charge and spin   18.4 kcal/mol

---

Kohn-Sham gap across the listed records, respectively: 7.56, 5.30, 5.30 eV.
E_HOMO across the listed records, respectively: -8.52, -3.42, -7.62 eV.